C2H8O2 | ωB97M-V with the def2-TZVPD basis set

Calculated values
Kohn-Sham gap	11.2	eV
spin multiplicity	1
total energy	-231.42532	a.u.
energy above the lowest of the compared OMol25 structures with the same formula, charge and spin	97.1	kJ/mol
HOMO level	-10.32	eV
structure (SMILES)	CO.CO

The geometry in XYZ format:
```
12
C2H8O2 ωB97M-V with the def2-TZVPD basis set
H -0.56943 0.66099 -1.76800
H -0.43745 -0.73698 0.64361
O -0.70348 1.67717 0.04174
H 0.36557 2.17062 -1.65477
H -0.15946 -2.56643 0.84632
C 0.04716 -1.54315 1.17151
H -1.37694 2.25168 -1.82025
H 1.80659 -2.11032 0.44307
O 1.45550 -1.26846 0.73254
C -0.56868 1.67572 -1.35765
H 0.05568 -1.55671 2.25026
H 0.08494 1.34587 0.47162
```

Atom charges from the natural (NBO) analysis, given in e for atoms 1 to 8:
1. H 0.1589
2. H 0.2013
3. O -0.7296
4. H 0.1628
5. H 0.1713
6. C -0.2637
7. H 0.1814
8. H 0.4622

C2H8O2 | ωB97M-V with the def2-TZVPD basis set

Calculated values
Kohn-Sham gap	11.1	eV
spin multiplicity	1
total energy	-231.42331	a.u.
energy above the lowest of the compared OMol25 structures with the same formula, charge and spin	102.4	kJ/mol
HOMO level	-10.37	eV
structure (SMILES)	CO.CO

The geometry in XYZ format:
```
12
C2H8O2 ωB97M-V with the def2-TZVPD basis set
O -3.04038 -5.76830 0.09301
H 3.60824 -1.76685 -2.83920
H -3.19350 -6.62786 0.53810
H -1.07772 -6.53884 -0.55643
H 4.01650 -1.41247 -0.01186
H 2.92143 -0.45592 -1.82972
O 4.43845 -1.54031 -0.88708
H 2.62571 -2.16878 -1.39615
C -1.70513 -5.63718 -0.45653
H -1.20142 -4.93189 0.22571
C 3.36855 -1.46395 -1.80605
H -1.79856 -5.16202 -1.44755
```

Atom charges from the natural (NBO) analysis, given in e for atoms 1 to 8:
1. O -0.7383
2. H 0.1854
3. H 0.4716
4. H 0.1739
5. H 0.4625
6. H 0.1597
7. O -0.7177
8. H 0.1583

C2H8O2 | ωB97M-V with the def2-TZVPD basis set

Calculated values
Kohn-Sham gap	10.5	eV
spin multiplicity	1
total energy	-231.42736	a.u.
energy above the lowest of the compared OMol25 structures with the same formula, charge and spin	91.8	kJ/mol
HOMO level	-9.78	eV
structure (SMILES)	CO.CO

The geometry in XYZ format:
```
12
C2H8O2 ωB97M-V with the def2-TZVPD basis set
O -1.20849 -0.38124 0.25988
H -2.16515 1.44578 -0.05264
H -1.36107 -0.67995 1.16812
C -2.35214 0.35554 -0.20056
H 0.62878 -0.40144 -0.44835
H 1.40585 1.29006 0.24678
H -2.65346 0.08836 -1.21536
H 2.99192 0.86953 -0.64633
H 2.67567 0.46392 1.11954
O 1.54344 -0.70156 -0.24963
H -3.17174 0.09327 0.40767
C 2.18040 0.55994 0.09032
```

Atom charges from the natural (NBO) analysis, given in e for atoms 1 to 8:
1. O -0.7498
2. H 0.1700
3. H 0.4826
4. C -0.2482
5. H 0.4909
6. H 0.1671
7. H 0.1859
8. H 0.1708

C2H8O2 | ωB97M-V with the def2-TZVPD basis set

Calculated values
Kohn-Sham gap	10.9	eV
spin multiplicity	1
total energy	-231.22980	a.u.
energy above the lowest of the compared OMol25 structures with the same formula, charge and spin	610.5	kJ/mol
HOMO level	-10.09	eV

The geometry in XYZ format:
```
12
C2H8O2 ωB97M-V with the def2-TZVPD basis set
O -0.97473 0.62568 0.69987
H 0.07772 -0.18230 -3.94747
O 0.28840 -0.96429 -3.52660
H 0.38848 -1.96315 4.58873
H 0.97293 1.13629 0.12495
H 0.43944 1.76279 2.03011
H 0.87026 -2.91860 4.37739
C 0.57713 0.25305 0.51893
H 0.11594 0.12748 2.78038
H 0.40995 -0.74790 0.57827
H 0.22819 -0.77949 -2.62655
C -0.24583 0.79258 1.93242
```

Atom charges from the natural (NBO) analysis, given in e for atoms 1 to 8:
1. O -0.5070
2. H 0.4617
3. O -0.9245
4. H -0.0109
5. H 0.2309
6. H 0.1728
7. H 0.0105
8. C -0.2031

C2H8O2 | ωB97M-V with the def2-TZVPD basis set

Calculated values
total charge	+1
Kohn-Sham gap (alpha / beta)	10.5 / 4.0	eV
spin multiplicity	2
total energy	-231.06150	a.u.
energy above the lowest of the compared OMol25 structures with the same formula, charge and spin	54.5	kJ/mol
⟨S²⟩	0.754
HOMO level (alpha / beta)	-14.82 / -14.76	eV

The geometry in XYZ format:
```
12
C2H8O2 ωB97M-V with the def2-TZVPD basis set
C -0.41395 1.62856 -1.16426
H 0.66533 1.64935 -1.29651
H 2.29513 -2.28118 2.31889
O 1.76261 -2.74339 1.66253
O -0.14886 -0.62888 -0.40099
H -0.96223 1.23480 -2.01778
H 1.02580 -2.21982 1.40001
H -0.92584 -1.15462 -0.70776
H -1.75257 0.39796 0.26682
C -0.73096 0.62689 -0.01601
H -0.75339 2.62472 -0.88587
H -0.06107 0.86561 0.84093
```

Atom charges from the natural (NBO) analysis, given in e for atoms 1 to 8:
1. C -0.5576
2. H 0.2615
3. H 0.4842
4. O -0.9204
5. O -0.2172
6. H 0.2515
7. H 0.4459
8. H 0.5216

C2H8O4 | ωB97M-V with the def2-TZVPD basis set

Calculated values
Kohn-Sham gap	11.0	eV
spin multiplicity	1
total energy	-381.96330	a.u.
energy above the lowest of the compared OMol25 structures with the same formula, charge and spin	91.0	kJ/mol
HOMO level	-10.47	eV
structure (SMILES)	CC(=O)O.O.O

The geometry in XYZ format:
```
14
C2H8O4 ωB97M-V with the def2-TZVPD basis set
H -1.59677 0.68029 -0.60383
O -3.36859 2.18200 -0.76004
O -1.61592 0.08384 0.15760
C 0.14890 -1.17718 1.11096
H -3.01589 2.68074 -0.01330
H 4.71533 -1.76505 -1.00021
H -4.30787 2.36030 -0.75499
O 4.45223 -1.41141 -1.85566
O 0.18774 1.20261 0.89714
C -0.44705 0.18583 0.83367
H 0.30765 -1.66735 0.18567
H -0.60727 -1.74503 1.66199
H 4.15012 -0.52725 -1.63913
H 0.99739 -1.08233 1.78011
```

Atom charges from the natural (NBO) analysis, given in e for atoms 1 to 8:
1. H 0.5115
2. O -0.9500
3. O -0.7085
4. C -0.7189
5. H 0.4764
6. H 0.4658
7. H 0.4755
8. O -0.9333